DFT (wB97M-V/def2-TZVPD) results for a cluster of 2 separate species, C4H7BN2O2 in total.

The geometry in ORCA input format:
```
! RIJCOSX wB97M-V def2-TZVPD def2/J DEFGRID3
* xyz 0 1
B -1.5614 -0.0086 0.8041
C 1.1751 -1.9256 0.7549
C -0.7054 1.2154 0.3172
C 0.0225 2.0621 -0.2075
C 0.9446 2.9881 -0.7779
N 0.8975 -2.7283 -0.0651
N 0.6799 -3.6762 -0.7480
O -1.0567 -0.5907 1.9197
O -2.6319 -0.5287 0.0594
H 1.2956 -0.9111 0.8185
H 1.5637 3.6829 -0.0407
H 1.6547 2.6301 -1.5198
H 0.2574 3.6812 -1.3887
H 1.3937 -4.2643 -1.1387
H -1.3584 -1.4116 2.1197
H -2.5709 -0.2148 -0.9073
*
```

The largest force on an atom is 4.29 eV/A. The calculation puts the HOMO energy at -0.321 Ha. Its energy above the lowest of the compared OMol25 structures with the same formula, charge and spin is 565.96 kJ/mol.

***

DFT (wB97M-V/def2-TZVPD) results for a structure of composition C32H30BrF4I2N4O3Ta.

The geometry in ORCA input format:
```
! RIJCOSX wB97M-V def2-TZVPD def2/J DEFGRID3
* xyz 2 1
Ta -0.0705 -0.0793 -0.1709
I -4.4873 -6.5089 -1.0848
C -3.5202 -4.6948 -0.8607
C -4.2187 -3.5096 -1.0731
C -3.5684 -2.2886 -0.9436
I -4.5987 -0.5095 -1.2148
C -2.2270 -2.2895 -0.6126
O -1.5225 -1.1179 -0.5285
C -1.5191 -3.4524 -0.3841
C -0.0489 -3.3834 -0.0572
N 0.2896 -2.2653 0.8868
C -0.4191 -2.5111 2.1611
C -0.7334 -1.2522 2.8768
C -0.8858 -1.2195 4.2519
C -1.3139 -0.0478 4.8472
C -1.6008 1.0457 4.0417
C -1.3942 0.9382 2.6850
N -0.9433 -0.1914 2.0976
C -2.1775 -4.6676 -0.5017
H -5.2693 -3.5339 -1.3279
H 0.2458 -4.3327 0.3950
H 0.5425 -3.2496 -0.9628
H 1.2797 -2.3254 1.0766
H -1.3653 -2.9999 1.9233
H 0.1424 -3.1959 2.7985
H -0.6786 -2.1037 4.8404
H -1.4292 0.0118 5.9216
H -1.9639 1.9751 4.4578
H -1.5965 1.7754 2.0358
H -1.6416 -5.5925 -0.3259
C 2.6276 0.4090 2.4491
C 2.9695 -0.5644 1.3362
N 2.4033 -0.2335 -0.0155
C 3.0705 1.0071 -0.5533
C 4.5812 0.9383 -0.7311
C 2.6801 -1.3654 -0.9268
C 1.9787 -1.1741 -2.2421
N 0.6446 -0.6324 -1.9795
C -0.1838 -0.3934 -3.0955
C -1.1482 0.5858 -2.9614
F -1.2672 1.1521 -1.7017
C -1.9877 1.0025 -3.9643
F -2.8706 1.9602 -3.7131
C -1.8928 0.4095 -5.2054
C -0.9696 -0.6064 -5.3653
F -0.8743 -1.2374 -6.5252
C -0.1349 -1.0197 -4.3370
F 0.6838 -2.0514 -4.5579
H 2.9800 -0.0064 3.3937
H 1.5563 0.5790 2.5378
H 3.1170 1.3746 2.3189
H 2.6385 -1.5614 1.6125
H 4.0519 -0.6382 1.2296
H 2.8403 1.8164 0.1323
H 2.5954 1.2474 -1.4982
H 5.1206 0.7928 0.2040
H 4.8994 1.8999 -1.1348
H 4.9029 0.1775 -1.4409
H 2.3504 -2.2809 -0.4428
H 3.7494 -1.4836 -1.1033
H 1.9229 -2.1491 -2.7242
H 2.5272 -0.5180 -2.9232
H -2.5300 0.7168 -6.0230
Br 1.2149 4.8492 4.8477
C 1.3104 4.9291 2.9705
C 1.7333 6.0928 2.3425
C 1.7968 6.1449 0.9545
C 1.4499 5.0416 0.1955
C 1.0303 3.8797 0.8394
C 0.9543 3.8181 2.2295
C 0.7035 2.7122 0.0177
O 0.8086 2.6185 -1.1763
O 0.2722 1.5930 0.7153
H 2.0101 6.9548 2.9343
H 2.1188 7.0562 0.4697
H 1.4945 5.0698 -0.8847
H 0.6249 2.9176 2.7288
*
```

The largest force on an atom is 3.18 eV/A. The calculation puts the HOMO energy at -0.490 Ha. Its energy above the lowest of the compared OMol25 structures with the same formula, charge and spin is 95.18 kJ/mol.

***

DFT (wB97M-V/def2-TZVPD) results for a cluster of 2 separate species, C5H13N2O3P in total.

The geometry in ORCA input format:
```
! RIJCOSX wB97M-V def2-TZVPD def2/J DEFGRID3
* xyz 0 1
C 2.0972 1.2561 -1.2800
C 1.7069 -0.2035 -1.2886
O 1.7634 -0.7879 -0.0143
P 0.5293 -0.2686 0.9389
O 1.0398 -0.9041 2.3115
N -0.7200 -1.3812 0.5207
C -0.5140 -2.7646 -0.1258
H 2.6832 1.4012 -0.4962
H 2.5276 1.6704 -2.1681
H 1.2052 1.8785 -1.3507
H 2.4304 -0.8445 -2.0260
H 0.6916 -0.3013 -1.8020
H 1.9601 -1.2616 2.3052
H -1.3454 -0.8690 -0.0071
H -0.7664 -2.5740 -1.1923
H 0.4812 -3.0427 -0.0862
H -1.2045 -3.5535 0.3036
C -5.3720 0.4835 1.7401
N -4.7556 1.0686 0.5733
C -4.4342 0.7203 -0.5280
O -4.1928 0.5582 -1.6502
H -4.5169 -0.0090 2.2041
H -5.7728 1.3094 2.1955
H -6.3519 -0.1375 1.5176
*
```

The largest force on an atom is 4.65 eV/A. The SMILES is CCOP(O)NC.CN=C=O. The calculation puts the HOMO energy at -0.325 Ha. Its energy above the lowest of the compared OMol25 structures with the same formula, charge and spin is 116.46 kJ/mol.